DFT (the ωB97M-V functional and the def2-TZVPD basis) results for a cluster of 3 separate species, C23H44N in total at a distorted geometry.

Structure (XYZ):
```
68
Properties=species:S:1:pos:R:3:forces:R:3:mulliken_charge:R:1
N -0.440 0.658 -2.694 -0.06 -0.02 -0.09 -0.8048
C 3.197 -2.223 -2.526 0.01 0.00 0.02 0.4969
C 2.666 0.441 0.305 -0.11 1.15 -0.55 -1.1898
C -2.963 0.525 3.834 -0.03 -0.03 -0.03 -1.3024
C 2.533 2.620 1.636 -0.13 -0.05 -0.06 -0.8974
C -7.311 0.557 1.856 0.01 -0.04 0.03 -1.1864
C -4.570 1.933 2.435 -0.01 0.00 -0.02 -0.6847
C 0.295 0.129 -0.451 0.09 0.19 0.00 -0.2714
C 1.660 0.528 -0.678 -0.15 -0.37 0.25 0.8875
C 0.832 1.015 -2.934 0.07 0.01 0.08 -0.6026
C 2.392 1.086 1.655 0.15 -0.67 0.11 -0.6600
C -5.756 1.866 3.400 0.02 0.01 0.01 -0.8600
C -0.032 3.017 1.319 -0.10 0.23 -0.10 0.6012
C -1.058 3.553 0.314 -0.16 -0.24 0.12 -1.3866
C -3.635 0.726 2.480 0.10 0.03 0.00 0.1648
C 1.863 0.979 -2.023 0.06 -0.15 0.00 -0.3722
C 4.371 -4.721 -3.968 0.00 -0.05 -0.01 -0.3406
C -0.653 0.220 -1.440 0.03 -0.02 0.10 -0.5423
C 4.485 -4.458 -2.467 0.00 0.00 0.03 -0.7702
C 1.400 3.407 0.955 0.01 0.16 0.01 -0.8147
C 3.104 -5.476 -4.359 0.02 0.03 -0.03 -1.2078
C 3.364 -3.596 -1.880 -0.01 -0.03 -0.01 -0.9310
C 4.425 -1.333 -2.382 0.04 -0.08 -0.08 -1.1914
C -6.653 0.641 3.229 -0.04 0.02 -0.01 -0.3648
H 3.624 0.817 -0.085 0.02 -0.14 0.03 0.1943
H 2.352 -1.721 -2.054 -0.01 0.02 -0.01 -0.2911
H -6.078 -0.270 3.414 0.02 0.01 0.01 0.2371
H -2.278 -0.323 3.806 0.02 0.01 0.00 0.3948
H 2.687 2.998 2.657 -0.08 -0.03 -0.01 0.4253
H -0.134 1.935 1.353 0.05 0.01 0.03 -0.4076
H 5.244 -5.297 -4.291 0.00 0.01 -0.01 0.3938
H -1.287 4.609 0.481 0.12 0.02 -0.12 0.4063
H 1.404 0.785 2.021 0.02 0.10 0.07 0.3546
H 4.503 -5.420 -1.941 0.00 0.00 -0.01 0.4032
H -0.278 3.417 2.312 0.03 -0.20 0.05 0.4851
H -1.672 -0.096 -1.214 0.03 0.03 -0.05 0.3959
H -2.861 0.863 1.720 0.00 -0.02 -0.01 -0.1206
H 2.208 -4.911 -4.100 0.00 0.00 0.00 0.2880
H -7.964 -0.314 1.785 -0.01 0.01 -0.01 0.3741
H -4.936 2.061 1.413 -0.01 0.00 0.00 0.3786
H -1.997 2.997 0.402 0.01 0.12 0.02 0.1448
H -7.431 0.669 3.997 0.00 -0.01 0.00 0.3714
H -5.390 1.895 4.431 0.01 0.00 0.00 0.3245
H 4.235 -0.353 -2.815 0.01 0.01 0.01 0.3143
H 3.074 -5.667 -5.433 0.00 -0.01 0.00 0.3759
H -2.385 1.409 4.113 -0.01 0.01 0.01 0.2679
H 3.053 -6.440 -3.846 -0.02 0.01 0.02 0.2906
H 2.415 -4.138 -1.943 0.01 -0.01 0.00 0.3317
H 3.556 -3.454 -0.812 -0.01 0.01 0.00 0.4122
H -6.571 0.476 1.059 0.00 0.00 0.00 0.2833
H 4.412 -3.775 -4.512 0.00 0.01 0.01 0.2355
H -4.176 -0.182 2.200 -0.02 0.01 -0.02 0.2898
H 4.657 -1.187 -1.326 0.01 0.01 0.01 0.1835
H -3.692 0.334 4.625 0.00 0.01 0.01 0.3634
H 0.014 -0.272 0.519 -0.01 -0.01 -0.06 0.4479
H -7.917 1.445 1.660 0.01 0.01 -0.02 0.2899
H 5.303 -1.752 -2.883 -0.01 -0.03 0.02 0.4487
H 3.448 2.833 1.070 0.04 0.09 0.20 0.3075
H 2.848 1.329 -2.320 -0.08 0.01 0.01 0.4617
H 5.450 -3.986 -2.265 0.00 0.01 0.00 0.2965
H 1.037 1.382 -3.939 -0.03 -0.01 0.01 0.3768
H 1.511 3.350 -0.133 -0.01 -0.18 0.08 0.2278
H -3.991 2.835 2.658 0.01 0.00 -0.01 0.3820
H -6.362 2.769 3.271 -0.01 0.00 0.00 0.3915
H 2.937 -2.331 -3.585 -0.01 -0.01 0.01 0.2730
H -0.715 3.406 -0.714 0.03 0.05 0.07 0.3410
H 1.526 4.468 1.217 0.06 -0.03 -0.15 0.5325
H 3.100 0.713 2.410 -0.05 0.02 -0.02 0.3529
```
Positions in Å, forces in eV/Å.

Summary:
frontier orbital gap = 5.01 eV
HOMO level = -2.2 eV
total charge = -1
M = 334.6 g mol⁻¹
lowest unoccupied orbital energy = 2.770 eV